#A
Formula: C2H2ClNO
Source: OMol25
Level of theory: wB97M-V/def2-TZVPD

Element x y z (Å)
Cl 1.95993 0.67967 -0.18209
O -0.53645 -1.45170 1.41634
N -0.61016 -0.24343 -0.67173
C 0.21642 0.64625 0.12792
C -0.36469 -0.63364 0.58113
H -0.17735 1.63603 0.31836
H -0.48769 -0.63318 -1.58993

gap between HOMO and LUMO	10.90	eV
SMILES	O=C1N[C@@H]1Cl
HOMO level	-10.05	eV
LUMO	0.85	eV



#B
Formula: C2H2ClNO
Source: OMol25
Level of theory: wB97M-V/def2-TZVPD

Element x y z (Å)
Cl 0.74029 -1.90976 -0.00896
O 0.66571 0.68520 0.23670
N -2.34816 0.29770 0.69021
C -2.48959 0.31238 -0.46684
C 1.23589 -0.30661 -0.37228
H -0.18910 0.55574 0.87571
H -2.70598 0.20268 -1.47306

gap between HOMO and LUMO	9.69	eV
HOMO level	-8.98	eV
LUMO	0.71	eV



The most stable arrangement is #A, and the next structure is 40.4 kcal/mol less stable.



#A
Formula: CH4INS
Source: OMol25
Level of theory: wB97M-V/def2-TZVPD

Element x y z (Å)
I -3.51057 -2.48663 0.07484
S -1.33424 0.54513 1.13857
N -0.24946 -0.04349 -0.00212
C 1.08826 0.49815 -0.04719
H 1.40920 1.09703 -0.96678
H 1.29459 1.13327 0.85598
H 1.86792 -0.31557 -0.22029
H -0.56569 -0.42789 -0.83300

gap between HOMO and LUMO (spin up / spin down)	7.96 / 5.70	eV
HOMO level (spin up / spin down)	-9.10 / -8.64	eV
LUMO (spin up / spin down)	-1.14 / -2.94	eV



#B
Formula: CH4INS
Source: OMol25
Level of theory: wB97M-V/def2-TZVPD

Element x y z (Å)
I 2.88488 0.67587 0.01618
S -0.18472 -2.14877 0.02718
N -0.05110 -0.65507 -0.34481
C -0.92300 0.43333 0.08035
H 1.74439 -0.11179 -0.55754
H -0.90780 0.40215 1.27760
H -0.59754 1.33812 -0.51574
H -1.96511 0.06615 0.01679

gap between HOMO and LUMO (spin up / spin down)	7.12 / 7.11	eV
SMILES	CN=S.I
HOMO level (spin up / spin down)	-8.62 / -8.60	eV
LUMO (spin up / spin down)	-1.51 / -1.49	eV



#C
Formula: CH4INS
Source: OMol25
Level of theory: wB97M-V/def2-TZVPD

Element x y z (Å)
I -3.87043 1.27202 -0.00737
S -2.17438 -1.47489 -0.02994
N -2.17634 0.00468 0.24871
C 1.59701 0.03167 0.00210
H 1.05276 -0.58134 0.63534
H 1.45214 -0.19343 -1.17923
H 1.39871 0.99935 0.15730
H 2.72054 -0.05806 0.17309

gap between HOMO and LUMO	6.97	eV
HOMO level	-8.66	eV
LUMO	-1.69	eV



The most stable arrangement is #A, and the next structure is 15.0 kcal/mol less stable.



#A
Formula: CH4INS
Source: OMol25
Level of theory: wB97M-V/def2-TZVPD

Element x y z (Å)
I 1.39982 -2.81688 2.72738
S 1.42145 -1.10424 -0.03543
N 0.62674 -1.56316 1.27928
C 0.01899 -0.14272 -0.60755
H 0.33484 0.37927 -1.60127
H 0.10170 0.12254 2.17020
H -0.74080 -0.81456 -0.69729
H -0.44450 0.46153 0.26680

gap between HOMO and LUMO (spin up / spin down)	7.55 / 7.93	eV
HOMO level (spin up / spin down)	-8.23 / -8.69	eV
LUMO (spin up / spin down)	-0.68 / -0.75	eV



#B
Formula: CH4INS
Source: OMol25
Level of theory: wB97M-V/def2-TZVPD

Element x y z (Å)
I 1.29744 -2.40205 -0.25703
S -0.44788 0.09682 0.87812
N -0.49518 -1.39172 0.01790
C 0.19987 1.37027 -0.26057
H 1.22910 1.15805 -0.39494
H -1.45618 -2.38815 0.87999
H -0.33895 1.31385 -1.09906
H 0.01177 2.24293 0.23559

gap between HOMO and LUMO	7.13	eV
HOMO level	-8.29	eV
LUMO	-1.17	eV



#C
Formula: CH4INS
Source: OMol25
Level of theory: wB97M-V/def2-TZVPD

Element x y z (Å)
I 2.33596 -0.40671 -0.08414
S -1.06135 -1.09671 -0.17539
N -0.89244 0.41622 0.48609
C 0.94422 1.06893 -0.00296
H -0.60206 -1.90810 0.95169
H 1.04973 1.89496 0.74614
H -0.82532 0.15208 1.52352
H 0.44959 1.25355 -1.02024

gap between HOMO and LUMO	8.71	eV
HOMO level	-8.33	eV
LUMO	0.38	eV



#D
Formula: CH4INS
Source: OMol25
Level of theory: wB97M-V/def2-TZVPD

Element x y z (Å)
I 3.13335 -0.01325 -0.10366
S 1.06433 0.07213 1.07206
N 0.45372 2.46268 -0.12646
C 0.10797 -1.26116 0.23926
H 0.87678 -2.03509 0.02086
H -0.26867 -0.80436 -0.65042
H -0.60929 -1.67609 0.83323
H 0.73925 3.32599 0.27795

gap between HOMO and LUMO (spin up / spin down)	7.40 / 7.42	eV
HOMO level (spin up / spin down)	-8.87 / -8.87	eV
LUMO (spin up / spin down)	-1.47 / -1.45	eV



The most stable arrangement is #C, and the next structure is 27.9 kcal/mol less stable.



#A
Formula: C4H13N3
Source: OMol25
Level of theory: wB97M-V/def2-TZVPD

Element x y z (Å)
N 1.37971 0.74030 0.86827
N -1.06687 -0.23749 1.05635
N 2.19819 0.14160 -1.34615
C -1.05459 -0.44590 -0.26039
C 1.31963 0.85941 -0.50839
C -1.81449 0.92834 1.49335
C -0.66147 -1.82704 -0.73262
H -1.50458 -2.51202 -0.62837
H 2.13678 0.13154 1.16681
H 0.06804 0.34454 -0.72678
H -1.82875 0.03327 -0.87775
H -2.89353 0.75914 1.40834
H 1.16937 1.87937 -0.86233
H 0.43479 0.25149 1.22931
H -1.57782 1.13368 2.53859
H 2.84778 0.68601 -1.89182
H -1.57785 1.84737 0.93070
H -0.34376 -1.81061 -1.77655
H 0.16391 -2.20990 -0.12972
H 2.60553 -0.69310 -0.95085

gap between HOMO and LUMO	9.03	eV
HOMO level	-7.95	eV
LUMO	1.08	eV



#B
Formula: C4H13N3
Source: OMol25
Level of theory: wB97M-V/def2-TZVPD

Element x y z (Å)
N 1.95233 -2.05756 0.09459
N -2.93587 0.15307 -0.83712
N 1.31564 0.24965 -0.53264
C 2.38243 -0.67045 -0.06257
C -1.66414 0.85450 -0.82666
C -0.95611 0.83821 0.54061
C 0.56321 0.79532 0.63023
H -0.98936 0.49732 -1.59792
H -3.56729 0.50396 -0.12752
H -2.91954 -0.85881 -0.82031
H 0.84932 0.26661 1.55664
H 1.63807 -2.20231 1.03908
H 3.24049 -0.59449 -0.73040
H 1.11321 1.71464 0.91750
H -1.94519 1.87531 -1.10901
H 0.64452 -0.30880 -1.03899
H -1.35694 0.05671 1.20161
H -1.29724 1.62902 1.23102
H 2.77635 -0.39033 0.91124
H 1.15610 -2.35159 -0.43939

gap between HOMO and LUMO	9.71	eV
SMILES	NCCCNCN
HOMO level	-8.79	eV
LUMO	0.92	eV



The most stable arrangement is #B, and the next structure is 28.0 kcal/mol less stable.



#A
Formula: C4H13N3
Source: OMol25
Level of theory: wB97M-V/def2-TZVPD

Element x y z (Å)
N -1.48433 0.99981 -0.13839
N 0.89408 -0.88455 0.66922
N 3.22317 0.23980 0.69217
C -0.02353 -0.95909 -0.44776
C -2.64002 1.66592 -0.71567
C 2.36580 -0.92286 0.34454
C -1.45886 -0.44380 -0.16533
H 0.28333 -0.34943 -1.29382
H -2.67828 1.27183 -1.73815
H 4.12180 -0.16360 0.93097
H -0.08633 -1.99066 -0.79722
H -1.69202 -0.93276 0.79265
H -1.21936 1.40458 0.74629
H 2.80044 0.56399 1.56160
H -2.11286 -0.88623 -0.91131
H 2.30457 -1.09075 -0.73707
H -2.50866 2.75484 -0.64638
H 0.79707 -0.03464 1.21847
H 2.71173 -1.83709 0.83918
H -3.59775 1.59469 -0.20401

gap between HOMO and LUMO	9.73	eV
SMILES	CNCCNCN
HOMO level	-8.56	eV
LUMO	1.17	eV



#B
Formula: C4H13N3
Source: OMol25
Level of theory: wB97M-V/def2-TZVPD

Element x y z (Å)
N -0.23565 2.28415 -1.63006
N -1.29377 1.52315 -1.00768
N -1.27802 0.11880 -0.99955
C 1.43345 0.22098 -0.00549
C 0.30912 -2.09776 -0.10780
C 0.11746 -0.61056 0.21008
C -0.53034 -0.15362 1.52182
H -1.93185 -0.16207 -0.29085
H -0.66826 2.77619 -2.48670
H 1.96208 -0.15024 -0.91292
H -1.07554 0.80081 1.37198
H -0.56157 -2.63690 0.20396
H -1.18110 -0.90167 1.87695
H -1.24010 1.85101 -0.02123
H 0.15667 0.03847 2.24845
H 1.31888 1.31703 -0.13939
H 2.09549 0.04097 0.90291
H 0.36281 -2.07202 -1.15120
H 0.50499 1.61148 -1.79798
H 1.29756 -2.41407 0.29439

gap between HOMO and LUMO	8.65	eV
HOMO level	-7.75	eV
LUMO	0.90	eV



The most stable arrangement is #A, and the next structure is 60.1 kcal/mol less stable.



#A
Formula: C4H13N3
Source: OMol25
Level of theory: wB97M-V/def2-TZVPD

Element x y z (Å)
N 0.68581 0.28682 2.57367
N 0.77664 1.30319 0.38123
N -1.35082 -0.38806 -0.84922
C -1.54299 -1.80456 -0.54574
C 0.51210 1.23406 -1.02005
C 1.13033 0.16779 1.18546
C -0.08354 -0.05364 -1.54035
H 0.82023 2.21421 0.79267
H 2.21426 -0.01973 1.27725
H -2.00631 -2.26353 -1.41396
H 0.59042 -0.92116 -1.47922
H -0.32730 0.37889 2.55977
H 1.02294 1.14778 2.98701
H 1.41834 1.38663 -1.63747
H -0.60835 -2.33721 -0.33476
H -0.30629 0.07997 -2.60361
H -1.35835 0.16803 -0.00236
H -2.20039 -1.89385 0.28863
H 0.74697 -0.74384 0.72374
H -0.13371 2.05823 -1.34268

gap between HOMO and LUMO	9.55	eV
SMILES	CNCCNCN
HOMO level	-8.46	eV
LUMO	1.09	eV



#B
Formula: C4H13N3
Source: OMol25
Level of theory: wB97M-V/def2-TZVPD

Element x y z (Å)
N -0.29107 0.12893 0.67020
N 0.84710 -2.40549 2.09266
N -1.48401 1.13154 -1.94457
C 0.76443 -2.14520 0.64696
C -0.36475 1.52541 0.19827
C 0.87496 -0.63702 0.32089
C -0.31707 1.75027 -1.30434
H -0.04378 -2.38154 2.58513
H 1.21000 -1.56695 2.54430
H -0.27838 -2.24999 0.34211
H 1.59047 -2.65172 0.16034
H -1.33645 1.89793 0.52429
H 0.61418 1.39428 -1.75748
H -1.18115 -0.29842 0.44195
H 0.97178 -0.61393 -0.77562
H -0.27451 2.83225 -1.48353
H -1.22583 0.82338 -2.85660
H 1.77956 -0.15387 0.72067
H -2.34188 1.65937 -1.85487
H 0.48641 1.96076 0.72923

gap between HOMO and LUMO	9.51	eV
SMILES	NCCNCCN
HOMO level	-8.46	eV
LUMO	1.06	eV



The most stable arrangement is #A, and the next structure is 3.4 kcal/mol less stable.



#A
Formula: C4H13N3
Source: OMol25
Level of theory: wB97M-V/def2-TZVPD

Element x y z (Å)
N 1.15872 2.44376 -0.68075
N -0.63098 -0.77111 0.12078
N -2.10733 -2.69306 -0.28545
C 0.17732 0.23397 -0.55999
C -1.14101 -1.79479 -0.87858
C 0.67591 1.38049 0.25273
C 1.51483 0.75148 1.38204
H 2.55036 0.39046 1.10084
H 0.41254 3.13993 -0.70023
H -0.21888 1.75350 0.81847
H 1.79830 1.57522 2.05788
H -0.20814 0.66132 -1.52058
H -0.31736 -2.33302 -1.36916
H 1.80858 2.92270 -0.05231
H -1.68178 -3.39331 0.31194
H 1.02849 -0.01375 1.97140
H -1.61768 -0.55775 0.41832
H 1.01393 -0.35181 -0.97632
H -1.47049 -1.17357 -1.72074
H -2.74531 -2.17064 0.30972

gap between HOMO and LUMO	9.99	eV
SMILES	C[C@@H](N)CNCN
HOMO level	-8.99	eV
LUMO	1.00	eV



#B
Formula: C4H13N3
Source: OMol25
Level of theory: wB97M-V/def2-TZVPD

Element x y z (Å)
N -0.14617 0.18453 -1.28576
N -1.21168 2.17828 -0.57597
N 0.04710 -0.66269 2.16028
C 1.00538 -0.25347 -0.62908
C 0.77393 -1.64320 0.00281
C -0.30511 -1.65751 1.05798
C -0.24482 1.52756 -1.47105
H -1.00342 -0.19363 -0.70301
H 1.52423 0.47970 0.14164
H -0.39808 -0.80735 3.12741
H 1.84883 -0.36154 -1.37447
H -0.92991 2.10344 0.32014
H -0.44754 1.89567 -2.48187
H 0.68882 2.05703 -1.18439
H -1.32808 -1.32523 0.71543
H -1.41009 3.12897 -0.87211
H -0.50850 0.27773 1.99501
H 1.75194 -1.91020 0.42986
H -0.38309 -2.66861 1.44244
H 0.67625 -2.34948 -0.81528

gap between HOMO and LUMO	9.57	eV
SMILES	NCCCNCN
HOMO level	-8.54	eV
LUMO	1.03	eV



#C
Formula: C4H13N3
Source: OMol25
Level of theory: wB97M-V/def2-TZVPD

Element x y z (Å)
N -2.75939 -0.67624 0.01399
N -0.32311 0.11440 -0.25987
N 1.78679 1.21352 -0.34708
C -1.54645 -1.18382 0.23261
C 1.73630 -1.20576 0.16290
C -1.29036 1.53675 -0.04045
C 1.03201 0.14589 0.29886
H 2.62373 0.90596 -0.83242
H -1.44150 1.61771 1.02987
H 1.18114 -1.98597 0.67749
H -3.02339 -0.76284 -0.96956
H 2.08370 1.92233 0.31524
H -2.20411 1.58806 -0.61793
H -1.28754 -1.25743 1.29005
H 0.90010 0.36714 1.36705
H 2.73401 -1.15876 0.60247
H -1.17523 -2.03943 -0.34590
H -0.24387 0.02309 -1.27191
H -0.61820 2.30779 -0.41517
H 1.83537 -1.47237 -0.89025

gap between HOMO and LUMO	8.07	eV
HOMO level	-7.28	eV
LUMO	0.78	eV



#D
Formula: C4H13N3
Source: OMol25
Level of theory: wB97M-V/def2-TZVPD

Element x y z (Å)
N -1.41728 2.20234 2.05526
N 0.32049 -0.66040 -0.77146
N 0.58423 -2.59187 -2.09072
C 0.83204 0.10636 0.36328
C -1.23806 1.55874 0.76675
C 0.24783 1.51421 0.36272
C 0.77833 -2.03402 -0.76744
H 1.91530 0.12665 0.30868
H 0.37288 -1.87726 -2.76689
H 1.79547 -2.09917 -0.38426
H -1.02275 1.71495 2.84686
H -1.69544 0.57142 0.66334
H 0.36533 1.94169 -0.63498
H -2.38916 2.40350 2.24252
H 1.22845 -3.29006 -2.41492
H -0.69462 -0.63606 -0.76290
H 0.78970 2.20462 1.00712
H 0.50588 -0.34447 1.31118
H -1.75560 2.19031 0.03912
H 0.16509 -2.62277 -0.06118

gap between HOMO and LUMO	9.87	eV
SMILES	NCCCNCN
HOMO level	-8.76	eV
LUMO	1.11	eV



The most stable arrangement is #D, and the next structure is 17.7 kcal/mol less stable.